# 1
Formula: C46H36BrFN6PSTl
Source: OMol25
Level of theory: ωB97M-V with the def2-TZVPD basis set

Cartesian coordinates (Å):
1 Tl -0.66227 0.00426 -0.03415
2 N 0.30774 2.56881 3.85176
3 C -0.17957 1.92409 2.66675
4 S 1.03352 1.60872 1.43549
5 N -1.42417 1.65907 2.62984
6 N -1.94561 0.95671 1.58896
7 C -3.35886 0.81006 1.60250
8 C -4.14160 1.21964 2.77150
9 C -3.72730 0.94214 4.09018
10 C -4.47153 1.34107 5.18772
11 C -5.66411 2.04407 5.03095
12 C -6.08810 2.33971 3.74025
13 C -5.33908 1.94611 2.64058
14 C -3.96063 0.22333 0.50824
15 C -5.34657 -0.23028 0.45664
16 C -5.82305 -0.90566 -0.61493
17 C -4.96783 -1.20149 -1.72363
18 C -3.65925 -0.79584 -1.60067
19 N -3.13999 -0.11905 -0.57720
20 H 1.00077 3.26626 3.61232
21 H -0.48006 2.98804 4.33353
22 H -2.80176 0.40355 4.23591
23 H -4.11963 1.09704 6.18528
24 H -6.23694 2.36875 5.89244
25 H -7.00470 2.90136 3.58809
26 H -5.66485 2.21673 1.64381
27 H -5.98429 -0.06552 1.31391
28 H -6.85281 -1.25228 -0.61543
29 H -5.30781 -1.74865 -2.59296
30 H -2.95606 -1.03319 -2.39884
31 Br -0.06520 -1.46737 -3.01507
32 C -0.14018 0.21128 -3.88918
33 C 0.06658 0.17834 -5.23648
34 C 0.01979 1.37146 -5.98907
35 C -0.23511 2.54589 -5.35508
36 C -0.44159 2.59814 -3.95319
37 C -0.68872 3.84658 -3.33893
38 C -0.87922 3.91605 -1.99371
39 C -0.81608 2.74815 -1.20581
40 C -0.57213 1.50243 -1.73141
41 C -0.39351 1.41108 -3.14937
42 H 0.26269 -0.76881 -5.71980
43 H 0.18111 1.34023 -7.05994
44 H -0.28732 3.47370 -5.91585
45 H -0.72824 4.73419 -3.96240
46 H -1.07104 4.87099 -1.51660
47 H -0.96061 2.84382 -0.13585
48 N 3.65848 -1.17885 1.03174
49 P 2.81676 -0.95596 -0.44947
50 C 4.03818 -1.83012 -1.54460
51 C 3.61703 -2.96104 -2.23521
52 C 4.48725 -3.65586 -3.07014
53 C 5.79428 -3.22339 -3.22122
54 C 6.22817 -2.09112 -2.54054
55 C 5.35261 -1.39884 -1.71747
56 C 3.29845 0.74813 -0.93439
57 C 2.92126 1.16201 -2.21148
58 C 3.17334 2.45416 -2.64158
59 C 3.82214 3.34805 -1.79748
60 C 4.20509 2.94258 -0.52755
61 C 3.93673 1.64967 -0.09318
62 C 3.02397 -1.33792 2.25998
63 C 3.74624 -1.26382 3.45465
64 C 3.04623 -1.38196 4.63931
65 C 1.67158 -1.57605 4.61031
66 C 1.06070 -1.66386 3.36812
67 N 1.72305 -1.56063 2.22474
68 H 4.65336 -1.01637 1.06829
69 H 2.59197 -3.29609 -2.12440
70 H 4.13798 -4.53036 -3.60572
71 H 6.47254 -3.75805 -3.87569
72 H 7.24606 -1.74054 -2.66514
73 H 5.68751 -0.49340 -1.22119
74 H 2.40650 0.46969 -2.87101
75 H 2.83753 2.76755 -3.62288
76 H 4.00126 4.36677 -2.12029
77 H 4.68329 3.64426 0.14529
78 H 4.17154 1.36262 0.92426
79 H 4.81575 -1.08862 3.44523
80 H 3.57104 -1.30763 5.58471
81 H 1.08684 -1.64512 5.51679
82 H -0.01061 -1.81488 3.27438
83 F -1.90713 -6.09046 1.15624
84 C -1.56998 -4.78565 0.91376
85 C -0.45483 -4.52162 0.14932
86 C -0.12870 -3.18807 -0.09420
87 C -0.89385 -2.14116 0.40351
88 C -2.00601 -2.45943 1.17981
89 C -2.35397 -3.78286 1.44233
90 H 0.14119 -5.33834 -0.24087
91 H 0.76756 -2.97572 -0.66693
92 H -2.62376 -1.66572 1.58862
93 H -3.22940 -4.02967 2.03017

Energy above the lowest of the compared OMol25 structures with the same formula, charge and spin ... 12.57 kJ/mol
Orbital gap ... 2.87 eV
Charge ... -2
Energy ... -5688.93303 hartree

=====

# 2
Formula: C46H36BrHfN8O7SSe
Source: OMol25
Level of theory: ωB97M-V with the def2-TZVPD basis set

Cartesian coordinates (Å):
1 Hf -0.29604 1.64879 -0.43002
2 C 0.80163 2.93756 -4.94346
3 O -0.58839 3.32110 -4.65956
4 C -0.84925 2.83894 -3.45660
5 N 0.05773 2.21602 -2.83062
6 C 1.31382 2.33096 -3.62514
7 C 2.08797 1.03611 -3.67781
8 C 3.24113 0.96803 -3.01510
9 C 4.13551 -0.20328 -3.04882
10 C 3.80005 -1.30443 -3.70900
11 C 2.45247 -1.43438 -4.35236
12 C 1.59742 -0.13520 -4.50313
13 C -2.15948 3.05579 -2.81342
14 C -3.03618 4.06797 -3.13936
15 C -4.11082 4.29153 -2.29407
16 C -4.25419 3.51605 -1.15271
17 C -3.33636 2.51037 -0.94372
18 N -2.32855 2.25976 -1.76807
19 C -3.34230 1.58677 0.20873
20 N -2.45247 0.67143 0.33819
21 C -3.07592 -0.27673 1.33254
22 C -4.03590 0.61978 2.07554
23 O -4.35010 1.61523 1.06627
24 C -2.20955 -1.17947 2.16220
25 C -2.40707 -1.29782 3.53278
26 C -1.69740 -2.24273 4.26920
27 C -0.80146 -3.08865 3.63454
28 C -0.62587 -2.99279 2.25550
29 C -1.32452 -2.04647 1.52743
30 H 0.78517 2.24358 -5.77772
31 H 1.34557 3.83044 -5.22319
32 H 1.91495 3.06557 -3.10682
33 H 3.57895 1.84054 -2.45951
34 H 5.09271 -0.12764 -2.54349
35 H 4.46519 -2.16187 -3.75516
36 H 2.53970 -1.97044 -5.29718
37 H 1.45454 0.18751 -5.53425
38 H -2.86071 4.67798 -4.01467
39 H -4.81547 5.08510 -2.50729
40 H -5.04431 3.68867 -0.43415
41 H -3.66234 -0.94804 0.70037
42 H -4.96006 0.13611 2.36553
43 H -3.57734 1.12402 2.92305
44 H -3.14963 -0.68455 4.03701
45 H -1.86141 -2.32593 5.33917
46 H -0.26609 -3.84116 4.20224
47 H 0.04844 -3.67487 1.75103
48 H -1.20377 -1.98887 0.44849
49 Br -3.53287 -5.62448 -2.14472
50 C -1.66170 -5.39014 -2.22030
51 C -0.98997 -4.91714 -1.10412
52 C 0.37721 -4.69603 -1.17843
53 C 1.07024 -4.96224 -2.35676
54 C 0.39350 -5.49350 -3.44035
55 C -0.97940 -5.69324 -3.38511
56 N 2.50489 -4.84728 -2.48440
57 N 3.12978 -3.92612 -1.93013
58 C 2.44736 -2.80096 -1.32808
59 C 2.84241 -2.48239 -0.03138
60 C 2.26713 -1.43760 0.66237
61 C 1.27795 -0.67170 0.06071
62 O 0.60207 0.27549 0.72066
63 C 0.94825 -0.94693 -1.27561
64 N -0.21297 -0.25311 -1.75352
65 C -0.53589 -0.35877 -2.97660
66 C 0.34056 -0.96511 -3.99788
67 C 1.29693 -2.08226 -3.48221
68 C 1.54990 -1.98174 -1.99783
69 H -1.52998 -4.71719 -0.18501
70 H 0.91150 -4.33126 -0.31211
71 H 0.94849 -5.72168 -4.34435
72 H -1.51147 -6.09173 -4.23968
73 H 3.59397 -3.10904 0.43822
74 H 2.55545 -1.20915 1.68369
75 H -1.51660 0.01342 -3.26019
76 H -0.23877 -1.29619 -4.85613
77 H 1.01912 -3.08714 -3.78019
78 O 0.91483 4.69099 -1.78191
79 S 0.75115 4.06978 -0.49512
80 O 1.16602 4.82701 0.63375
81 O 1.40163 2.64386 -0.49493
82 O -0.74493 3.59963 -0.36801
83 C 1.23906 4.13605 4.40505
84 N 0.79255 2.75845 4.62672
85 C 0.14625 1.99429 3.74209
86 Se -0.47723 2.65949 2.13427
87 N -0.02113 0.78939 4.28953
88 C 0.49942 0.76439 5.58567
89 C 0.52654 -0.21047 6.57171
90 C 1.10857 0.13779 7.77957
91 C 1.65133 1.41274 7.98726
92 C 1.61449 2.38236 7.00004
93 C 1.01933 2.02965 5.79873
94 H 0.97745 4.43610 3.39632
95 H 2.31869 4.18916 4.53038
96 H 0.75933 4.80105 5.12183
97 H -0.43764 0.01981 3.79278
98 H 0.11070 -1.19861 6.40697
99 H 1.14361 -0.58941 8.58134
100 H 2.11176 1.64411 8.94045
101 H 2.03118 3.37121 7.16148

Energy above the lowest of the compared OMol25 structures with the same formula, charge and spin ... 180.20 kJ/mol
Orbital gap ... 6.88 eV
Charge ... +1
Energy ... -8160.88575 hartree

=====

# 3
Formula: C46H36Cl5F4N3SbV
Source: OMol25
Level of theory: ωB97M-V with the def2-TZVPD basis set

Cartesian coordinates (Å):
1 V -1.01309 0.78451 -0.13140
2 C 1.41551 1.09520 -3.36775
3 N 1.94089 0.70525 -2.07161
4 C 3.27663 1.22743 -1.86164
5 C 1.90125 -0.72705 -1.83008
6 C 0.60553 -1.43392 -2.19597
7 N -0.62538 -0.86746 -1.65194
8 C -1.73054 -1.53529 -2.02740
9 C -2.99895 -1.06482 -1.59331
10 F -3.00078 0.04132 -0.78722
11 C -4.21346 -1.61992 -1.89087
12 F -5.32433 -1.04460 -1.39713
13 C -4.31466 -2.75266 -2.68022
14 C -3.11090 -3.26288 -3.11995
15 F -3.12118 -4.37646 -3.88553
16 C -1.88002 -2.71384 -2.82515
17 F -0.81538 -3.38980 -3.33491
18 H 1.98188 0.62781 -4.19134
19 H 1.47418 2.17952 -3.46232
20 H 0.36672 0.81780 -3.44232
21 H 3.99748 0.83364 -2.59935
22 H 3.63515 0.95245 -0.86659
23 H 3.26176 2.31585 -1.92964
24 H 2.14096 -0.89054 -0.77038
25 H 2.70441 -1.23303 -2.40088
26 H 0.74762 -2.46644 -1.86271
27 H 0.56337 -1.48507 -3.29039
28 H -5.25935 -3.20442 -2.93265
29 Cl -2.62944 3.93379 1.53112
30 C -2.76706 2.35921 2.28002
31 C -2.06198 1.30904 1.71582
32 C -2.23331 0.11648 2.38208
33 Cl -1.37044 -1.28790 1.65771
34 C -3.00212 -0.10596 3.51352
35 Cl -3.11667 -1.66094 4.25362
36 C -3.68358 0.99164 4.03788
37 Cl -4.65568 0.80186 5.45417
38 C -3.56588 2.23517 3.41301
39 Cl -4.42093 3.58604 4.07329
40 N 0.97145 1.35698 0.54408
41 C 1.31896 2.71991 0.77995
42 C 2.11309 2.96725 1.89940
43 C 2.56531 4.23544 2.20865
44 C 2.21952 5.28050 1.36881
45 C 1.41613 5.03425 0.26971
46 C 0.91680 3.76903 -0.06923
47 C -0.02051 3.62812 -1.24342
48 C -0.08076 4.67224 -2.17697
49 C -0.99284 4.65741 -3.21980
50 C -1.86131 3.58103 -3.34504
51 C -1.76883 2.53485 -2.44326
52 C -0.86745 2.50992 -1.36219
53 H 1.27847 1.10039 -0.40972
54 H 1.42336 0.74662 1.21536
55 H 2.37764 2.12425 2.52851
56 H 3.17260 4.39838 3.09012
57 H 2.55567 6.28933 1.57181
58 H 1.13283 5.88357 -0.33277
59 H 0.58173 5.52522 -2.11565
60 H -1.02243 5.48731 -3.91636
61 H -2.58817 3.55014 -4.15036
62 H -2.44524 1.69353 -2.58017
63 C 4.44886 -4.97842 5.46817
64 C 3.43016 -4.10470 5.80856
65 C 2.86739 -3.28265 4.83808
66 C 3.31504 -3.32722 3.52446
67 C 4.33919 -4.21252 3.19335
68 C 4.90389 -5.03306 4.15632
69 Sb 2.44294 -2.02971 2.07311
70 C 4.28277 -1.13444 1.44893
71 C 4.72864 -0.16747 2.35492
72 C 5.87664 0.57349 2.12312
73 C 6.61077 0.36549 0.96493
74 C 6.18350 -0.58529 0.05236
75 C 5.03184 -1.32320 0.29136
76 C 1.97346 -3.54780 0.65402
77 C 0.69701 -4.07807 0.85304
78 C 0.17411 -5.03820 -0.00137
79 C 0.92796 -5.49424 -1.07149
80 C 2.20322 -4.99094 -1.27200
81 C 2.71871 -4.02373 -0.41967
82 H 4.88980 -5.61914 6.22148
83 H 3.06821 -4.05901 6.82783
84 H 2.06812 -2.60585 5.11999
85 H 4.70149 -4.26645 2.17236
86 H 5.69879 -5.71608 3.88405
87 H 4.16759 0.02424 3.26566
88 H 6.18714 1.32218 2.84065
89 H 7.50065 0.94989 0.77105
90 H 6.73942 -0.74907 -0.86253
91 H 4.72133 -2.03005 -0.46566
92 H 0.07583 -3.71812 1.66711
93 H -0.82944 -5.41021 0.16051
94 H 0.51862 -6.22672 -1.75477
95 H 2.79603 -5.33497 -2.11063
96 H 3.71090 -3.64374 -0.62066

Energy above the lowest of the compared OMol25 structures with the same formula, charge and spin ... 37.37 kJ/mol
Orbital gap (alpha / beta) ... 5.77 / 6.89 eV
Charge ... -1
2S+1 ... 4
Energy ... -5823.46238 hartree